ORCA calculation (ωB97M-V with the def2-TZVPD basis set) on 8 unconnected molecules or ions with the total composition C16H35BCl14INO2P at a distorted geometry.

Properties
HOMO in eV: -3.452
LUMO in eV: 1.58
Calculated total energy in Eh: -7942.5165
Multiplicity: 1
Net charge: -1

Bonds (Å) are listed after each position.
Element x y z (Å)
1 C -1.05 -0.41 -3.84  P2 1.848, H9 1.087, H10 1.088, H11 1.090
2 P -0.37 1.24 -4.30  C1 1.848, C3 1.848, B4 1.958
3 C -1.62 2.10 -5.36  P2 1.848, H12 1.093, H13 1.090, H14 1.086
4 B 1.35 1.00 -5.21  P2 1.958, I5 2.293, O6 1.522, H15 1.202
5 I 2.90 2.34 -4.19  B4 2.293
6 O 1.37 1.47 -6.66  B4 1.522, N7 1.334
7 N 0.49 0.95 -7.52  O6 1.334, O8 1.196
8 O 0.19 -0.19 -7.30  N7 1.196
9 H -1.06 -0.48 -2.76  C1 1.087
10 H -0.40 -1.20 -4.21  C1 1.088
11 H -2.07 -0.57 -4.20  C1 1.090
12 H -2.33 1.39 -5.80  C3 1.093
13 H -1.11 2.60 -6.18  C3 1.090
14 H -2.18 2.83 -4.77  C3 1.086
15 H 1.76 -0.11 -5.03  B4 1.202
16 Cl -4.60 -2.37 -3.96  C17 1.783
17 C -3.84 -3.93 -3.56  Cl16 1.783, C18 1.507, H20 1.088, H21 1.089
18 C -3.50 -4.06 -2.10  C17 1.507, Cl19 1.785, H22 1.089, H23 1.087
19 Cl -2.17 -2.96 -1.62  C18 1.785
20 H -2.95 -4.04 -4.18  C17 1.088
21 H -4.56 -4.71 -3.82  C17 1.089
22 H -3.16 -5.07 -1.89  C18 1.089
23 H -4.36 -3.83 -1.47  C18 1.087
24 Cl 2.85 1.31 -0.23  C25 1.779
25 C 4.57 1.08 0.16  Cl24 1.779, C26 1.507, H28 1.087, H29 1.090
26 C 5.30 2.39 0.32  C25 1.507, Cl27 1.784, H30 1.089, H31 1.084
27 Cl 5.48 3.26 -1.22  C26 1.784
28 H 5.02 0.47 -0.62  C25 1.087
29 H 4.61 0.53 1.11  C25 1.090
30 H 6.30 2.20 0.71  C26 1.089
31 H 4.78 3.04 1.02  C26 1.084
32 Cl -5.66 -0.23 2.84  C33 1.789
33 C -4.38 -1.05 1.89  Cl32 1.789, C34 1.503, H36 1.086, H37 1.088
34 C -4.69 -1.09 0.42  C33 1.503, Cl35 1.789, H38 1.088, H39 1.086
35 Cl -6.07 -2.16 0.05  C34 1.789
36 H -4.26 -2.05 2.30  C33 1.086
37 H -3.46 -0.49 2.05  C33 1.088
38 H -3.83 -1.48 -0.11  C34 1.088
39 H -4.93 -0.11 0.03  C34 1.086
40 Cl -3.30 -0.38 6.39  C41 1.784
41 C -4.72 0.46 7.09  Cl40 1.784, C42 1.507, H44 1.087, H45 1.089
42 C -5.28 1.50 6.16  C41 1.507, Cl43 1.783, H46 1.089, H47 1.086
43 Cl -4.18 2.89 5.96  C42 1.783
44 H -4.41 0.89 8.03  C41 1.087
45 H -5.47 -0.30 7.28  C41 1.089
46 H -6.21 1.89 6.57  C42 1.089
47 H -5.48 1.08 5.18  C42 1.086
48 Cl -1.01 -3.46 -5.53  C49 1.780
49 C -0.63 -3.98 -7.19  Cl48 1.780, C50 1.507, H52 1.088, H53 1.089
50 C -0.04 -5.36 -7.25  C49 1.507, Cl51 1.783, H54 1.089, H55 1.087
51 Cl 1.59 -5.44 -6.53  C50 1.783
52 H 0.04 -3.23 -7.61  C49 1.088
53 H -1.56 -3.96 -7.75  C49 1.089
54 H 0.05 -5.67 -8.29  C50 1.089
55 H -0.67 -6.08 -6.72  C50 1.087
56 Cl 5.44 3.35 3.58  C57 1.780
57 C 6.16 2.41 4.91  Cl56 1.780, C58 1.506, H60 1.086, H61 1.089
58 C 7.55 1.95 4.58  C57 1.506, Cl59 1.785, H62 1.089, H63 1.087
59 Cl 7.57 0.72 3.29  C58 1.785
60 H 5.50 1.57 5.12  C57 1.086
61 H 6.18 3.06 5.79  C57 1.089
62 H 8.00 1.50 5.46  C58 1.089
63 H 8.18 2.78 4.26  C58 1.087
64 Cl 3.62 1.50 7.39  C65 1.785
65 C 2.18 2.52 7.62  Cl64 1.785, C66 1.506, H68 1.087, H69 1.088
66 C 1.98 3.52 6.51  C65 1.506, Cl67 1.783, H70 1.089, H71 1.087
67 Cl 3.23 4.79 6.51  C66 1.783
68 H 2.27 3.02 8.58  C65 1.087
69 H 1.32 1.85 7.65  C65 1.088
70 H 1.02 4.02 6.64  C66 1.089
71 H 2.00 3.04 5.53  C66 1.087


ORCA calculation (ωB97M-V with the def2-TZVPD basis set) on 4 unconnected molecules or ions with the total composition C10H30BNO13P3 at a distorted geometry.

Properties
HOMO in eV: -4.490
LUMO in eV: 1.45
Calculated total energy in Eh: -2481.1564
Multiplicity: 1
Net charge: -1

Bonds (Å) are listed after each position.
Element x y z (Å)
1 B -6.29 1.64 9.53  N2 1.596, H5 1.222, H6 1.226, H7 1.222
2 N -5.71 2.04 8.10  B1 1.596, C3 1.197
3 C -4.52 2.05 7.96  N2 1.197, O4 1.192
4 O -3.34 2.04 7.80  C3 1.192
5 H -6.51 0.44 9.60  B1 1.222
6 H -7.36 2.22 9.69  B1 1.226
7 H -5.55 1.96 10.44  B1 1.222
8 C 0.44 3.41 1.27  O9 1.425, H16 1.091, H17 1.091, H18 1.087
9 O -0.46 2.48 1.87  C8 1.425, P10 1.588
10 P -1.34 2.86 3.14  O9 1.588, O11 1.463, O12 1.597, O14 1.571
11 O -2.74 3.17 2.85  P10 1.463
12 O -0.55 4.02 3.91  P10 1.597, C13 1.430
13 C -0.88 5.38 3.66  O12 1.430, H19 1.090, H20 1.091, H21 1.088
14 O -1.08 1.60 4.04  P10 1.571, C15 1.449
15 C -1.89 1.45 5.24  O14 1.449, H22 1.087, H23 1.086, H24 1.085
16 H -0.09 4.29 0.91  C8 1.091
17 H 1.22 3.69 1.97  C8 1.091
18 H 0.89 2.91 0.41  C8 1.087
19 H -1.87 5.48 3.22  C13 1.090
20 H -0.14 5.82 2.99  C13 1.091
21 H -0.86 5.91 4.60  C13 1.088
22 H -2.89 1.11 4.97  C15 1.087
23 H -1.96 2.39 5.79  C15 1.086
24 H -1.41 0.71 5.87  C15 1.085
25 C -0.18 -1.14 -4.18  O26 1.431, H33 1.088, H34 1.090, H35 1.087
26 O -1.01 -0.08 -3.69  C25 1.431, P27 1.582
27 P -0.92 0.37 -2.17  O26 1.582, O28 1.465, O29 1.595, O31 1.575
28 O -0.18 1.61 -1.92  P27 1.465
29 O -0.36 -0.89 -1.37  P27 1.595, C30 1.433
30 C 1.04 -1.00 -1.11  O29 1.433, H36 1.089, H37 1.091, H38 1.088
31 O -2.44 0.38 -1.78  P27 1.575, C32 1.439
32 C -2.78 0.95 -0.50  O31 1.439, H39 1.088, H40 1.090, H41 1.086
33 H 0.88 -0.90 -4.07  C25 1.088
34 H -0.41 -2.07 -3.67  C25 1.090
35 H -0.40 -1.26 -5.24  C25 1.087
36 H 1.54 -0.03 -1.19  C30 1.089
37 H 1.49 -1.70 -1.81  C30 1.091
38 H 1.16 -1.38 -0.09  C30 1.088
39 H -2.73 2.04 -0.56  C32 1.088
40 H -2.10 0.60 0.27  C32 1.090
41 H -3.79 0.65 -0.26  C32 1.086
42 C 4.61 -4.91 -3.00  O43 1.428, H50 1.091, H51 1.090, H52 1.086
43 O 4.70 -3.60 -3.57  C42 1.428, P44 1.581
44 P 3.92 -3.21 -4.88  O43 1.581, O45 1.463, O46 1.595, O48 1.577
45 O 2.71 -2.41 -4.68  P44 1.463
46 O 3.69 -4.56 -5.70  P44 1.595, C47 1.434
47 C 2.45 -5.27 -5.56  O46 1.434, H53 1.089, H54 1.090, H55 1.087
48 O 5.07 -2.51 -5.70  P44 1.577, C49 1.434
49 C 4.70 -1.79 -6.88  O48 1.434, H56 1.089, H57 1.090, H58 1.086
50 H 3.58 -5.14 -2.72  C42 1.091
51 H 4.99 -5.66 -3.69  C42 1.090
52 H 5.22 -4.92 -2.10  C42 1.086
53 H 1.67 -4.63 -5.16  C47 1.089
54 H 2.59 -6.12 -4.89  C47 1.090
55 H 2.16 -5.63 -6.54  C47 1.087
56 H 4.24 -0.84 -6.62  C49 1.089
57 H 4.01 -2.38 -7.49  C49 1.090
58 H 5.61 -1.61 -7.45  C49 1.086


ORCA calculation (ωB97M-V with the def2-TZVPD basis set) on a single C5H10O molecule.

Properties
HOMO in eV: -10.109
LUMO in eV: 1.06
Calculated total energy in Eh: -271.7132
SMILES: OCC1CCC1
Energy above the lowest of the compared OMol25 structures with the same formula, charge and spin in kcal per mole: 24.7
Multiplicity: 1

Bonds (Å) are listed after each position.
Element x y z (Å)
1 O 2.61 0.33 0.41  C2 1.418, H7 0.965
2 C 1.52 -0.54 0.63  O1 1.418, C3 1.516, H8 1.103, H9 1.099
3 C 0.33 -0.20 -0.25  C2 1.516, C4 1.545, C6 1.545, H10 1.102
4 C -1.01 -0.94 -0.03  C3 1.545, C5 1.545, H11 1.096, H12 1.094
5 C -1.73 0.39 -0.34  C4 1.545, C6 1.543, H13 1.095, H14 1.094
6 C -0.42 1.13 0.00  C3 1.545, C5 1.543, H15 1.096, H16 1.094
7 H 2.57 0.63 -0.51  O1 0.965
8 H 1.81 -1.59 0.48  C2 1.103
9 H 1.24 -0.42 1.69  C2 1.099
10 H 0.62 -0.29 -1.31  C3 1.102
11 H -1.14 -1.23 1.02  C4 1.096
12 H -1.24 -1.80 -0.67  C4 1.094
13 H -1.97 0.48 -1.41  C5 1.095
14 H -2.63 0.64 0.24  C5 1.094
15 H -0.38 1.39 1.06  C6 1.096
16 H -0.14 2.00 -0.59  C6 1.094


ORCA calculation (ωB97M-V with the def2-TZVPD basis set) on a single C16H11BN4O2 molecule at a distorted geometry.

Properties
HOMO in eV: -9.170
LUMO in eV: -0.98
Calculated total energy in Eh: -1010.6348
SMILES: N#CB(O)c1ccc(/C=C/C(=O)n2nnc3ccccc32)cc1
Multiplicity: 1

Bonds (Å) are listed after each position.
Element x y z (Å)
1 N 6.50 5.28 2.02  C3 1.173
2 O -2.62 0.04 -1.41  C8 1.230
3 C 5.53 4.67 1.77  N1 1.173, B7 1.495
4 N -1.88 -3.48 1.11  N5 1.262, C19 1.326
5 N -1.39 -2.36 0.83  N4 1.262, N23 1.353
6 O 5.92 3.14 -0.23  B7 1.373, H24 0.959
7 B 5.10 3.67 0.74  C3 1.495, O6 1.373, C20 1.599
8 C -1.73 -0.53 -0.77  O2 1.230, C9 1.482, N23 1.458
9 C -0.39 0.04 -0.47  C8 1.482, C10 1.352, H25 1.051
10 C -0.13 1.29 -0.03  C9 1.352, C21 1.452, H26 1.095
11 C -4.83 -4.87 -0.51  C12 1.415, C13 1.377, H27 1.041
12 C -5.09 -3.85 -1.46  C11 1.415, C18 1.392, H28 1.062
13 C -3.78 -4.89 0.37  C11 1.377, C19 1.426, H29 1.057
14 C 3.55 1.82 0.04  C16 1.381, C20 1.411, H30 1.071
15 C 2.47 3.79 0.95  C17 1.413, C20 1.381, H31 1.172
16 C 2.34 1.19 -0.16  C14 1.381, C21 1.394, H32 1.062
17 C 1.22 3.18 0.73  C15 1.413, C21 1.407, H33 1.096
18 C -4.20 -2.78 -1.40  C12 1.392, C22 1.401, H34 1.062
19 C -2.90 -3.76 0.31  N4 1.326, C13 1.426, C22 1.368
20 C 3.62 3.07 0.68  B7 1.599, C14 1.411, C15 1.381
21 C 1.18 1.88 0.19  C10 1.452, C16 1.394, C17 1.407
22 C -3.06 -2.75 -0.59  C18 1.401, C19 1.368, N23 1.403
23 N -2.06 -1.83 -0.22  N5 1.353, C8 1.458, C22 1.403
24 H 6.74 3.57 -0.01  O6 0.959
25 H 0.42 -0.62 -0.54  C9 1.051
26 H -0.98 1.97 0.06  C10 1.095
27 H -5.59 -5.58 -0.42  C11 1.041
28 H -5.83 -4.03 -2.19  C12 1.062
29 H -3.60 -5.58 1.15  C13 1.057
30 H 4.53 1.48 -0.22  C14 1.071
31 H 2.63 4.91 1.25  C15 1.172
32 H 2.25 0.16 -0.39  C16 1.062
33 H 0.29 3.72 0.92  C17 1.096
34 H -4.22 -1.96 -2.08  C18 1.062


no.,frontier orbital gap (eV)
1,5.03
2,5.94
3,11.17
4,8.19